Record 1
Density functional theory data (ωB97M-V/def2-TZVPD) for C4H8N2O in the gas phase.

Structure (XYZ):
```
15
Properties=species:S:1:pos:R:3:nbo_charge:R:1
C 0.252 1.619 0.915 -0.639
C 0.491 0.364 0.128 0.030
C 1.141 -0.834 0.705 -0.225
N -0.294 -0.896 0.488 -0.524
C -0.427 -0.151 -0.922 0.581
O -1.674 0.232 -0.782 -0.771
N -0.001 -0.705 -2.127 -0.812
H 0.358 1.429 1.990 0.213
H 0.962 2.403 0.633 0.227
H -0.762 1.973 0.711 0.251
H 1.723 -1.530 0.099 0.199
H 1.478 -0.739 1.734 0.222
H -1.408 -0.401 0.470 0.494
H 0.892 -1.181 -2.071 0.368
H -0.721 -1.309 -2.506 0.385
```

Calculated values
- SMILES = C[C@@]12C[N@@H+]1[C@@]2(N)[O-]
- E_HOMO (eV) = -9.07
- Kohn-Sham gap (Eh) = 0.36519

***

Record 2
Density functional theory data (ωB97M-V/def2-TZVPD) for C4H8N2O in the gas phase.

Structure (XYZ):
```
15
Properties=species:S:1:pos:R:3:nbo_charge:R:1
C 0.407 0.080 -0.440 -0.408
C 1.415 1.156 -0.057 -0.614
C -1.028 0.107 0.331 0.467
N -2.054 0.531 -0.607 -0.852
C 0.696 -1.253 0.035 0.583
N 1.386 -2.000 0.653 -0.581
O -1.038 0.596 1.483 -0.701
H 0.192 0.037 -1.508 0.252
H -2.233 -0.135 -1.349 0.357
H -2.904 0.711 -0.085 0.382
H 1.243 -2.888 1.105 0.435
H -1.019 -1.223 0.316 -0.008
H 2.414 0.933 -0.433 0.213
H 1.078 2.105 -0.472 0.233
H 1.446 1.243 1.028 0.241
```

Calculated values
- E_HOMO (alpha / beta) (eV) = -8.16 / -8.16
- Kohn-Sham gap (alpha / beta) (Eh) = 0.29079 / 0.29083

***

Record-wise max |F| values, in eV Å⁻¹: 0.43; 1.44